Model a:
ORCA calculation (ωB97M-V with the def2-TZVPD basis set) on C5H8N2 as an isolated structure.

HOMO ... -8.26 eV
Frontier orbital gap ... 9.01 eV

Atoms and positions in Å:
C 1.656 0.618 0.436
C 0.182 0.228 -0.180
C 0.274 -1.208 -0.860
C -0.375 -1.022 0.410
C -1.995 0.483 -0.023
H 2.222 1.657 -0.020
H 2.348 -0.342 0.246
H 1.202 0.560 1.721
H 1.204 -1.812 -0.961
H -0.287 -1.223 -1.664
H 0.099 -1.419 1.404
H -3.114 0.789 -0.207
H -0.694 2.285 -0.517
N -1.817 -0.753 0.603
N -0.905 1.158 -0.387

Charges computed using Löwdin, reported in e: C -0.059; C -0.446; C -0.051; C -0.360; C -0.217; H 0.109; H 0.079; H 0.151; H 0.120; H 0.045; H 0.159; H 0.144; H 0.231; N 0.056; N 0.039


Model b:
ORCA calculation (ωB97M-V with the def2-TZVPD basis set) on C5H8N2 in the gas phase.

HOMO ... -8.45 eV
SMILES string ... Cc1cn(C)cn1
Frontier orbital gap ... 9.34 eV

Atoms and positions in Å:
C 1.476 -1.931 0.160
N 0.626 -0.770 0.304
C 0.567 0.065 1.373
N -0.249 1.071 1.181
C -0.754 0.891 -0.086
C -1.662 1.902 -0.709
C -0.232 -0.247 -0.639
H 1.692 -2.089 -0.899
H 2.422 -1.752 0.678
H 1.009 -2.832 0.571
H 1.161 -0.110 2.263
H -2.617 1.977 -0.177
H -1.190 2.889 -0.666
H -1.864 1.663 -1.758
H -0.385 -0.726 -1.596

Charges computed using Löwdin, reported in e: C -0.031; N -0.150; C -0.184; N 0.094; C -0.363; C -0.054; C -0.043; H 0.089; H 0.090; H 0.089; H 0.124; H 0.074; H 0.075; H 0.072; H 0.119


Model c:
ORCA calculation (ωB97M-V with the def2-TZVPD basis set) on C5H8N2 in the gas phase.

HOMO ... -7.27 eV
SMILES string ... Cn1cccc1N
Frontier orbital gap ... 8.25 eV

Atoms and positions in Å:
C -1.235 -1.216 0.543
N -0.174 -0.595 -0.252
C 1.086 -1.059 0.156
C 1.945 -0.015 0.205
C 1.239 1.143 -0.242
C -0.055 0.752 -0.484
N -1.150 1.479 -0.922
H -1.818 -0.474 1.110
H -1.954 -1.795 -0.065
H -0.516 -1.737 1.228
H 1.283 -2.115 0.063
H 2.979 -0.062 0.513
H 1.664 2.118 -0.416
H -2.051 1.074 -0.707
H -1.096 2.463 -0.710

Charges computed using Löwdin, reported in e: C -0.041; N -0.119; C -0.164; C -0.095; C -0.056; C -0.380; N 0.121; H 0.086; H 0.086; H 0.092; H 0.113; H 0.094; H 0.091; H 0.080; H 0.091


Referenced to the most stable arrangement, the calculated values in eV are model a 5.115; model b 0.000; model c 1.218.


Model a:
ORCA calculation (ωB97M-V with the def2-TZVPD basis set) on a 2-piece molecular cluster, C2H3ClF2O overall.

HOMO ... -10.66 eV
Frontier orbital gap ... 9.50 eV

Atoms and positions in Å:
C -0.500 0.524 -0.979
C 0.817 -0.458 2.198
O -0.999 0.285 0.275
F 1.607 0.546 1.983
F 1.273 -1.426 1.434
Cl 0.906 1.696 -1.141
H -0.244 -0.241 -1.700
H -1.397 0.948 -1.500
H -0.184 -0.087 0.912

Charges computed using Löwdin, reported in e: C -0.661; C -0.076; O -0.130; F 0.091; F 0.076; Cl 0.491; H 0.062; H 0.094; H 0.053


Model b:
ORCA calculation (ωB97M-V with the def2-TZVPD basis set) on a 2-piece molecular cluster, C2H3ClF2O overall.

HOMO ... -10.26 eV
Frontier orbital gap ... 9.73 eV

Atoms and positions in Å:
C -0.241 0.137 0.278
C -2.024 -3.179 0.074
O 0.055 -0.250 1.540
F 0.700 -0.343 -0.621
F -3.214 -2.860 0.565
Cl -1.093 -3.918 1.306
H -0.076 1.179 0.109
H -1.232 -0.120 0.090
H 0.544 0.329 2.132

Charges computed using Löwdin, reported in e: C -0.313; C -0.491; O 0.002; F -0.030; F -0.091; Cl 0.605; H 0.117; H 0.096; H 0.105


Referenced to the most stable arrangement, the calculated values in eV are model a 0.275; model b 0.000.


Model a:
ORCA calculation (ωB97M-V with the def2-TZVPD basis set) on a 2-piece molecular cluster, C2H9NOS2 overall.

HOMO ... -8.21 eV
SMILES string ... CSS.NCO
Frontier orbital gap ... 8.63 eV

Atoms and positions in Å:
C 1.140 1.468 1.627
S 1.118 1.405 3.440
S 2.910 0.372 3.908
H 0.184 1.742 1.181
H 1.540 0.495 1.336
H 1.829 2.134 1.090
H 2.884 0.409 5.260
N -2.001 -0.415 -2.696
C -1.294 -1.201 -1.704
O -0.308 -2.020 -2.293
H -2.797 -0.805 -3.171
H -2.038 0.572 -2.521
H -0.825 -0.528 -0.988
H -2.047 -1.850 -1.237
H -0.294 -1.779 -3.231

Charges computed using Löwdin, reported in e: C -0.510; S 0.346; S 0.277; H 0.032; H 0.013; H 0.037; H -0.195; N 0.011; C -0.350; O -0.079; H 0.069; H 0.061; H 0.103; H 0.109; H 0.077


Model b:
ORCA calculation (ωB97M-V with the def2-TZVPD basis set) on a 2-piece molecular cluster, C2H9NOS2 overall.

HOMO ... -8.91 eV
SMILES string ... CSS.NCO
Frontier orbital gap ... 8.40 eV

Atoms and positions in Å:
C -2.101 -1.377 0.172
S -2.567 0.377 0.343
S -2.275 2.065 1.585
H -1.022 -1.529 0.284
H -2.196 -1.772 -0.836
H -2.521 -1.994 0.960
H -1.495 2.678 0.690
N 2.839 0.481 -0.531
C 1.620 -0.035 0.055
O 0.577 -0.307 -0.864
H 3.083 -0.132 -1.302
H 2.754 1.399 -0.941
H 1.897 -0.998 0.478
H 1.365 0.653 0.864
H 0.044 0.491 -0.956

Charges computed using Löwdin, reported in e: C -0.457; S 0.341; S 0.292; H 0.006; H 0.050; H 0.023; H -0.226; N 0.010; C -0.357; O -0.093; H 0.068; H 0.060; H 0.113; H 0.116; H 0.055


Model c:
ORCA calculation (ωB97M-V with the def2-TZVPD basis set) on a 2-piece molecular cluster, C2H9NOS2 overall.

HOMO ... -8.47 eV
SMILES string ... CSS.NCO
Frontier orbital gap ... 8.89 eV

Atoms and positions in Å:
C 2.312 0.117 1.311
S 1.041 -0.079 0.095
S 1.025 1.588 -1.243
H 3.294 -0.103 0.876
H 2.349 1.176 1.777
H 2.025 -0.603 2.102
H 1.267 2.468 -0.267
N -1.914 -1.085 1.437
C -2.682 -1.316 0.271
O -1.916 -0.754 -0.977
H -0.993 -0.928 1.212
H -2.395 -0.890 2.230
H -3.630 -0.854 0.160
H -2.764 -2.325 -0.073
H -1.274 -1.261 -1.379

Charges computed using Löwdin, reported in e: C -0.510; S 0.397; S 0.337; H 0.026; H 0.067; H 0.036; H -0.213; N 0.050; C -0.220; O -0.137; H -0.045; H 0.036; H 0.099; H 0.088; H -0.011


Referenced to the most stable arrangement, the calculated values in eV are model a 0.000; model b 0.686; model c 0.742.


Model a:
ORCA calculation (ωB97M-V with the def2-TZVPD basis set) on a 2-piece molecular cluster, FH3N2O2S overall.

HOMO ... -10.61 eV
Frontier orbital gap ... 10.35 eV

Atoms and positions in Å:
N 0.094 1.068 0.938
N -0.612 -0.543 -0.849
O 1.282 -1.079 0.856
O 1.637 0.557 -1.008
F -1.443 -1.158 0.069
S 0.803 -0.087 0.024
H -0.675 0.758 1.467
H -0.366 1.831 0.499
H -0.720 -1.346 -1.996

Charges computed using Löwdin, reported in e: N -0.048; N -0.200; O -0.244; O -0.311; F -0.157; S 0.534; H 0.054; H 0.074; H 0.297


Model b:
ORCA calculation (ωB97M-V with the def2-TZVPD basis set) on FH3N2O2S in the gas phase.

HOMO ... -10.37 eV
SMILES string ... NS(=O)(=O)NF
Frontier orbital gap ... 10.94 eV

Atoms and positions in Å:
N 0.877 0.916 -0.697
N 0.102 -1.035 0.885
O -1.404 -0.237 -1.074
O -0.990 1.269 0.861
F 0.150 -2.288 0.393
S -0.538 0.298 -0.071
H 1.061 1.861 -0.559
H 1.323 0.515 -1.564
H -0.579 -1.299 1.825

Charges computed using Löwdin, reported in e: N -0.072; N -0.174; O -0.288; O -0.281; F -0.109; S 0.562; H 0.040; H 0.114; H 0.210


Referenced to the most stable arrangement, the calculated values in eV are model a 1.129; model b 0.000.


Model a:
ORCA calculation (ωB97M-V with the def2-TZVPD basis set) on a 2-piece molecular cluster, C4H12 overall.

HOMO ... -11.32 eV
SMILES string ... CC.CC
Frontier orbital gap ... 12.46 eV

Atoms and positions in Å:
C -1.419 0.517 -1.536
C -0.336 1.574 -1.322
H -1.920 0.086 -0.677
H -2.191 0.921 -2.143
H -1.073 -0.351 -2.103
H -0.583 2.432 -1.930
H 0.652 1.125 -1.247
H -0.320 1.976 -0.297
C 1.199 -1.603 1.778
C 0.575 -0.383 1.071
H 0.495 -2.439 1.816
H 1.959 -2.031 1.149
H 1.529 -1.434 2.797
H -0.434 -0.193 1.419
H 0.614 -0.652 0.023
H 1.253 0.455 1.203

Charges computed using Löwdin, reported in e: C -0.179; C -0.172; H 0.054; H 0.042; H 0.066; H 0.061; H 0.049; H 0.058; C -0.165; C -0.170; H 0.061; H 0.053; H 0.058; H 0.068; H 0.048; H 0.067


Model b:
ORCA calculation (ωB97M-V with the def2-TZVPD basis set) on a 2-piece molecular cluster, C4H12 overall.

HOMO ... -11.19 eV
SMILES string ... CC.CC
Frontier orbital gap ... 12.27 eV

Atoms and positions in Å:
C 2.321 -1.507 1.206
C 1.667 -0.432 0.167
H 2.513 -2.415 0.700
H 3.333 -1.319 1.640
H 1.676 -1.861 2.083
H 1.758 0.570 0.628
H 0.622 -0.633 0.102
H 2.301 -0.401 -0.708
C -1.608 0.425 -0.583
C -2.438 1.658 -0.898
H -0.982 0.108 -1.352
H -0.840 0.471 0.133
H -2.272 -0.301 -0.336
H -1.603 2.444 -1.052
H -3.211 1.866 -0.071
H -3.237 1.326 -1.660

Charges computed using Löwdin, reported in e: C -0.151; C -0.120; H 0.017; H 0.058; H 0.075; H 0.063; H 0.006; H 0.056; C -0.205; C -0.165; H 0.048; H 0.023; H 0.036; H 0.095; H 0.077; H 0.085


Model c:
ORCA calculation (ωB97M-V with the def2-TZVPD basis set) on a 2-piece molecular cluster, C4H12 overall.

HOMO ... -11.42 eV
SMILES string ... CC.CC
Frontier orbital gap ... 12.57 eV

Atoms and positions in Å:
C -1.849 0.520 1.383
C -0.680 1.234 2.033
H -2.803 0.580 1.908
H -2.179 0.998 0.447
H -1.639 -0.495 1.047
H -0.619 2.254 1.645
H -0.862 1.370 3.100
H 0.303 0.791 1.906
C 0.773 -0.826 -1.124
C 1.757 -0.926 -2.285
H -0.165 -1.350 -1.319
H 1.133 -1.378 -0.250
H 0.570 0.196 -0.817
H 2.663 -1.479 -1.992
H 2.224 0.018 -2.562
H 1.372 -1.505 -3.120

Charges computed using Löwdin, reported in e: C -0.183; C -0.172; H 0.060; H 0.062; H 0.053; H 0.062; H 0.059; H 0.055; C -0.178; C -0.172; H 0.060; H 0.063; H 0.053; H 0.060; H 0.060; H 0.059


Model d:
ORCA calculation (ωB97M-V with the def2-TZVPD basis set) on a 2-piece molecular cluster, C4H12 overall.

HOMO ... -11.60 eV
SMILES string ... CC.CC
Frontier orbital gap ... 12.69 eV

Atoms and positions in Å:
C -2.559 1.023 -1.797
C -1.501 1.149 -0.702
H -2.940 0.010 -1.870
H -3.418 1.624 -1.498
H -2.145 1.350 -2.747
H -1.924 0.986 0.290
H -0.714 0.400 -0.754
H -1.062 2.143 -0.603
C 1.970 -1.793 1.496
C 2.075 -0.371 0.966
H 1.655 -2.431 0.664
H 2.914 -2.224 1.804
H 1.208 -1.922 2.254
H 2.425 0.332 1.708
H 1.130 -0.036 0.543
H 2.888 -0.241 0.246

Charges computed using Löwdin, reported in e: C -0.163; C -0.182; H 0.058; H 0.061; H 0.060; H 0.060; H 0.040; H 0.064; C -0.169; C -0.166; H 0.060; H 0.058; H 0.058; H 0.055; H 0.040; H 0.065


Referenced to the most stable arrangement, the calculated values in eV are model a 0.418; model b 1.372; model c 0.250; model d 0.000.


Model a:
ORCA calculation (ωB97M-V with the def2-TZVPD basis set) on a 2-piece molecular cluster, C4H12 overall.

HOMO ... -11.35 eV
SMILES string ... CC.CC
Frontier orbital gap ... 12.38 eV

Atoms and positions in Å:
C 2.409 0.795 -0.510
C 2.452 0.194 0.919
H 2.501 -0.021 -1.286
H 1.593 1.355 -0.899
H 3.286 1.380 -0.746
H 3.120 -0.770 0.888
H 1.758 -0.247 1.451
H 3.008 0.897 1.699
C -2.117 -1.041 -0.661
C -2.794 0.028 0.266
H -2.470 -2.061 -0.587
H -2.339 -0.678 -1.735
H -1.065 -1.049 -0.326
H -2.322 0.542 1.048
H -2.986 1.047 -0.303
H -3.783 -0.255 0.712

Charges computed using Löwdin, reported in e: C -0.167; C -0.158; H 0.074; H 0.036; H 0.050; H 0.094; H -0.032; H 0.101; C -0.156; C -0.190; H 0.043; H 0.087; H 0.052; H 0.013; H 0.091; H 0.063


Model b:
ORCA calculation (ωB97M-V with the def2-TZVPD basis set) on a 2-piece molecular cluster, C4H12 overall.

HOMO ... -11.59 eV
SMILES string ... CC.CC
Frontier orbital gap ... 12.76 eV

Atoms and positions in Å:
C 1.987 -0.441 1.008
C 1.892 -0.910 -0.457
H 1.496 0.518 1.083
H 1.482 -1.159 1.617
H 3.023 -0.482 1.316
H 2.141 -1.953 -0.623
H 2.612 -0.335 -1.023
H 0.919 -0.672 -0.887
C -1.414 1.205 -0.119
C -2.516 0.196 -0.410
H -1.675 2.151 0.351
H -0.697 0.814 0.611
H -0.811 1.345 -1.005
H -2.741 0.158 -1.469
H -3.434 0.398 0.146
H -2.264 -0.832 -0.141

Charges computed using Löwdin, reported in e: C -0.157; C -0.161; H 0.046; H 0.050; H 0.060; H 0.060; H 0.054; H 0.045; C -0.169; C -0.165; H 0.064; H 0.039; H 0.057; H 0.056; H 0.061; H 0.061


Model c:
ORCA calculation (ωB97M-V with the def2-TZVPD basis set) on a 2-piece molecular cluster, C4H12 overall.

HOMO ... -11.07 eV
SMILES string ... CC.CC
Frontier orbital gap ... 12.20 eV

Atoms and positions in Å:
C -0.965 -0.987 0.771
C -2.344 -1.028 1.439
H -0.763 -1.928 0.261
H -0.793 -0.166 0.066
H -0.227 -0.607 1.522
H -2.438 -0.323 2.265
H -2.478 -2.006 1.869
H -3.153 -0.860 0.739
C 2.233 0.885 -0.629
C 1.143 1.095 -1.671
H 2.455 -0.170 -0.358
H 2.990 1.638 -0.788
H 1.806 0.951 0.398
H 1.589 1.218 -2.653
H 0.512 2.008 -1.486
H 0.431 0.278 -1.745

Charges computed using Löwdin, reported in e: C -0.172; C -0.169; H 0.067; H 0.035; H 0.073; H 0.062; H 0.052; H 0.057; C -0.178; C -0.189; H 0.073; H 0.059; H 0.055; H 0.053; H 0.081; H 0.041


Model d:
ORCA calculation (ωB97M-V with the def2-TZVPD basis set) on a 2-piece molecular cluster, C4H12 overall.

HOMO ... -11.68 eV
SMILES string ... CC.CC
Frontier orbital gap ... 12.84 eV

Atoms and positions in Å:
C -0.930 -0.401 1.498
C -0.147 -0.602 2.792
H -0.674 -1.093 0.699
H -1.997 -0.460 1.706
H -0.722 0.611 1.150
H -0.347 0.247 3.443
H 0.926 -0.748 2.720
H -0.466 -1.491 3.345
C 0.650 1.103 -1.691
C 0.394 -0.105 -2.613
H -0.207 1.506 -1.161
H 1.444 0.812 -1.007
H 1.011 1.934 -2.302
H -0.533 -0.616 -2.360
H 1.213 -0.823 -2.538
H 0.385 0.129 -3.680

Charges computed using Löwdin, reported in e: C -0.168; C -0.175; H 0.059; H 0.063; H 0.049; H 0.060; H 0.057; H 0.059; C -0.168; C -0.169; H 0.049; H 0.058; H 0.057; H 0.055; H 0.058; H 0.056


Referenced to the most stable arrangement, the calculated values in eV are model a 1.580; model b 0.057; model c 0.550; model d 0.000.